# 1
Entry from the OMol25 dataset: an isolated molecule of C20H26N2O2 (ωB97M-V/def2-TZVPD).

SMILES = CCC(C)(C)NC(=O)Cn1c(-c2ccccc2)cc(C(C)=O)c1C
HOMO-LUMO gap = 8.860 eV
LUMO energy = 0.663 eV

Geometry as ORCA input:
```
! wB97M-V def2-TZVPD RIJCOSX def2/J DEFGRID3
* xyz 0 1
C 0.251 -2.784 0.665
H -0.557 -3.478 0.455
H 0.868 -3.204 1.456
H -0.179 -1.857 1.035
C 1.104 -2.534 -0.573
H 1.595 -3.463 -0.868
H 1.884 -1.812 -0.316
C 0.325 -1.999 -1.794
N -0.394 -0.785 -1.410
C -1.643 -0.642 -0.941
O -2.515 -1.481 -0.895
C -1.885 0.796 -0.421
N -1.031 1.050 0.712
C -1.240 0.549 1.961
C -0.105 0.809 2.723
C 0.825 1.450 1.862
C 0.234 1.597 0.638
C 0.794 2.220 -0.560
C 2.064 1.838 -0.994
C 2.625 2.411 -2.119
C 1.928 3.375 -2.829
C 0.677 3.780 -2.394
C 0.114 3.212 -1.266
H -0.844 3.565 -0.909
H 0.141 4.548 -2.930
H 2.364 3.819 -3.711
H 3.608 2.104 -2.446
H 2.605 1.088 -0.434
H 1.796 1.794 2.156
C 0.215 0.555 4.125
O 1.360 0.622 4.528
C -0.922 0.241 5.073
H -1.798 0.842 4.853
H -0.590 0.424 6.092
H -1.181 -0.814 4.988
C -2.496 -0.179 2.287
H -2.817 -0.795 1.449
H -2.349 -0.828 3.143
H -3.300 0.522 2.523
H -2.934 0.896 -0.135
H -1.661 1.507 -1.218
H 0.215 0.018 -1.324
C -0.624 -3.049 -2.367
H -1.146 -2.644 -3.230
H -1.367 -3.348 -1.637
H -0.055 -3.921 -2.678
C 1.325 -1.581 -2.878
H 1.913 -2.438 -3.195
H 0.800 -1.183 -3.743
H 2.005 -0.816 -2.505
*
```

Atomic partial charges in e from the Löwdin method, atoms 1 to 4: -0.07 0.07 0.08 0.06

# 2
Entry from the OMol25 dataset: a 8-piece molecular cluster, C30H66N2O6 overall (ωB97M-V/def2-TZVPD).

SMILES = CCN(CC)CC.CCN(CC)CC.CC(C)=O.CC(C)=O.CC(C)=O.CC(C)=O.CC(C)=O.CC(C)=O
HOMO-LUMO gap = 8.198 eV
LUMO energy = 0.449 eV

Geometry as ORCA input:
```
! wB97M-V def2-TZVPD RIJCOSX def2/J DEFGRID3
* xyz 0 1
C 11.594 1.450 21.370
C 10.795 2.534 22.060
N 9.997 2.050 23.164
C 9.672 3.076 24.135
C 10.819 3.204 25.151
C 8.881 1.229 22.753
C 8.341 0.321 23.850
H 11.970 0.708 22.083
H 12.428 1.837 20.780
H 11.002 0.850 20.674
H 11.343 3.412 22.404
H 10.109 2.943 21.288
H 9.432 4.059 23.705
H 8.779 2.796 24.697
H 10.716 2.479 25.954
H 11.782 3.037 24.659
H 10.946 4.227 25.521
H 9.122 0.613 21.880
H 8.094 1.868 22.295
H 7.735 -0.443 23.356
H 7.652 0.851 24.508
H 9.148 -0.147 24.405
C 5.585 6.129 21.698
C 6.611 5.210 22.361
N 7.646 5.909 23.090
C 8.480 6.819 22.328
C 9.193 6.104 21.183
C 7.289 6.373 24.414
C 8.464 6.469 25.374
H 5.237 6.854 22.443
H 4.705 5.630 21.291
H 6.008 6.720 20.882
H 6.134 4.512 23.053
H 7.081 4.578 21.598
H 7.876 7.672 21.974
H 9.237 7.237 22.991
H 9.953 6.764 20.788
H 9.475 5.103 21.515
H 8.417 5.803 20.468
H 6.553 5.681 24.825
H 6.815 7.371 24.348
H 8.106 6.920 26.302
H 9.250 7.136 25.018
H 8.906 5.491 25.551
C 18.635 7.863 19.535
C 17.619 7.008 20.231
O 16.483 7.364 20.456
C 18.009 5.576 20.493
H 18.669 7.500 18.505
H 19.629 7.780 19.976
H 18.376 8.919 19.598
H 19.077 5.369 20.377
H 17.560 4.917 19.750
H 17.666 5.208 21.459
C 15.480 0.295 22.715
C 16.347 1.427 22.218
O 15.969 2.155 21.336
C 17.694 1.616 22.858
H 15.718 -0.639 22.205
H 14.452 0.561 22.472
H 15.595 0.156 23.789
H 18.311 2.165 22.149
H 18.176 0.676 23.137
H 17.644 2.168 23.800
C 17.375 4.871 14.473
C 16.669 5.195 15.778
O 17.288 5.419 16.795
C 15.164 5.297 15.740
H 16.733 4.938 13.603
H 17.648 3.814 14.595
H 18.264 5.486 14.360
H 14.716 5.010 14.786
H 14.875 6.342 15.869
H 14.671 4.630 16.448
C 13.659 9.208 21.096
C 13.206 9.176 19.666
O 12.057 9.397 19.379
C 14.216 8.984 18.565
H 12.843 9.489 21.756
H 14.466 9.931 21.239
H 14.060 8.229 21.365
H 14.166 9.883 17.943
H 13.891 8.228 17.847
H 15.203 8.783 18.971
C 12.718 5.677 20.178
C 13.372 4.788 19.138
O 12.783 4.618 18.092
C 14.662 4.106 19.473
H 12.130 6.383 19.593
H 13.455 6.250 20.745
H 12.127 5.119 20.902
H 14.655 3.035 19.318
H 14.996 4.373 20.472
H 15.461 4.527 18.848
C 15.704 1.417 17.266
C 15.593 0.633 15.994
O 15.586 1.170 14.905
C 15.602 -0.883 16.105
H 15.581 2.485 17.117
H 16.686 1.207 17.710
H 15.027 1.092 18.061
H 14.601 -1.312 16.077
H 16.233 -1.235 16.916
H 16.030 -1.214 15.154
*
```

Atomic partial charges in e from the Löwdin method, atoms 1 to 4: -0.08 -0.27 -0.21 -0.25

For the records above, the corresponding HOMO level values read -8.2 -7.7 eV.
For the records above, the corresponding energy relative to the best compared isomer or geometry (same formula, charge and spin) values read 39.76 0.00 kJ/mol.